[1]
Computed, not measured: a structure of composition C2H4N4O at a distorted geometry, with ωB97M-V with the def2-TZVPD basis set.

```
11
Properties=species:S:1:pos:R:3:forces:R:3
C -1.236 1.534 -1.286 0.3 2.5 0.7
C 0.517 -0.487 0.751 2.4 -1.5 2.4
H -0.607 2.505 -1.029 -1.9 -1.6 -1.0
H -1.183 1.207 -2.327 0.1 0.5 0.2
H -2.301 1.574 -0.967 0.8 0.4 -0.1
H 1.577 -1.534 2.036 0.1 -0.4 -0.3
N -0.547 0.546 -0.550 -0.5 -2.2 -2.5
N -0.220 -0.582 -1.220 1.0 1.1 2.1
N 0.552 -1.253 -0.367 -1.1 0.7 0.6
N -0.120 0.636 0.673 -0.6 0.5 -0.6
O 1.147 -0.682 1.968 -0.6 0.0 -1.3
```
Forces are in eV/Å.

Output
- Frontier orbital gap: 10.64 eV
- LUMO: 0.84 eV
- HOMO level: -0.3600 Ha
- Energy relative to the best compared isomer or geometry (same formula, charge and spin): 51.2 kcal/mol
- Total energy: -372.8187 Eh

Atomic partial charges in e from the Mulliken method, atoms 1 to 4: -0.695 0.533 0.275 0.305

***

[2]
Computed, not measured: a cluster of 3 separate species, C2H7OS2 in total at a distorted geometry, with ωB97M-V with the def2-TZVPD basis set.

```
12
Properties=species:S:1:pos:R:3:forces:R:3
C -1.741 1.609 -1.639 -0.2 0.2 -0.2
O -1.867 2.437 -2.507 0.0 0.2 -0.2
H -1.067 0.756 -1.759 0.1 -0.2 0.2
H 2.590 -4.225 -1.402 0.0 0.0 0.0
H -2.306 1.691 -0.700 0.1 -0.2 0.1
C 1.189 -2.203 1.211 -0.3 0.5 -1.1
S 1.271 -0.560 0.405 -0.1 -0.1 0.2
S -0.447 0.377 1.103 0.2 -0.1 0.1
H 1.915 -2.820 0.683 0.3 -0.1 0.3
H 1.362 -2.106 2.277 0.0 -0.2 0.1
H 0.211 -2.614 0.961 -0.1 0.0 0.4
H 3.179 -3.848 -1.649 0.0 0.0 0.0
```
Forces are in eV/Å.

Output
- Frontier orbital gap: 6.21 eV
- Charge: -1
- LUMO: 3.82 eV
- HOMO level: -0.0877 Ha
- Energy relative to the best compared isomer or geometry (same formula, charge and spin): 37.8 kcal/mol
- Total energy: -952.0005 Eh

Atomic partial charges in e from the Mulliken method, atoms 1 to 4: 0.047 -0.482 0.196 -0.036

***

[3]
Computed, not measured: a cluster of 11 separate species, C43H72N5O11S5 in total at a distorted geometry, with ωB97M-V with the def2-TZVPD basis set.

```
136
Properties=species:S:1:pos:R:3:forces:R:3
C 1.193 1.339 0.192 -0.5 1.4 1.6
C 0.040 0.580 -0.407 0.1 0.0 -1.4
C 0.148 -0.813 0.095 -0.1 -1.3 0.7
O -1.215 1.136 -0.263 -0.1 0.5 0.7
H 1.244 2.376 -0.138 0.3 0.0 -0.5
H 2.171 0.865 0.282 0.0 -0.1 -0.7
H 0.885 1.461 1.230 0.0 0.1 0.5
H 0.264 0.490 -1.470 0.1 0.1 -0.8
H 1.058 -1.291 -0.265 0.0 -0.2 -0.3
H -0.729 -1.396 -0.187 0.0 -0.2 -0.2
H 0.232 -0.864 1.180 -0.2 0.2 0.3
C 5.219 -0.394 -2.439 -1.3 -0.6 1.0
C 4.840 0.310 -1.072 0.0 0.2 -0.3
C 6.147 1.001 -0.585 0.2 -0.3 -0.1
S 7.439 -0.238 -0.874 -0.2 0.3 -0.1
O 7.391 -1.225 0.179 -0.3 0.1 -0.1
O 8.729 0.304 -1.232 -0.3 0.2 0.3
C 6.659 -0.801 -2.350 1.4 0.5 -1.9
H 4.928 0.272 -3.251 0.8 0.4 0.0
H 4.687 -1.290 -2.759 -0.7 -0.1 0.9
H 4.396 -0.319 -0.300 0.4 -0.4 -0.1
H 4.053 1.037 -1.274 0.2 0.2 0.0
H 6.293 1.283 0.458 -0.6 -0.1 0.1
H 6.377 1.873 -1.198 0.1 -0.1 -0.1
H 6.986 -1.820 -2.559 -0.6 -0.2 0.3
H 7.147 -0.217 -3.130 0.6 0.0 0.1
C 3.786 -0.409 3.788 -1.7 1.7 0.4
C 2.457 -1.075 4.091 -1.6 -1.5 -0.4
C 2.555 -1.962 5.331 0.7 0.5 1.0
S 3.587 -0.937 6.479 -1.2 -0.2 -1.7
O 4.356 -1.775 7.340 0.6 -0.5 0.7
O 2.873 0.180 7.040 -0.2 0.0 -0.1
C 4.569 -0.371 5.108 0.8 -0.9 -1.1
H 3.450 0.580 3.477 0.7 0.2 -0.3
H 4.257 -0.909 2.942 0.5 0.1 0.4
H 2.150 -1.694 3.247 0.1 -0.3 0.0
H 1.624 -0.372 4.125 0.2 0.2 0.6
H 3.184 -2.841 5.188 0.1 0.0 -0.3
H 1.669 -2.341 5.840 -0.2 0.5 -0.2
H 5.175 -1.239 4.849 1.1 0.3 1.2
H 5.096 0.535 5.407 0.1 -0.2 -0.3
C -0.723 -1.298 -3.859 0.1 -1.3 1.3
C -1.770 -0.452 -4.581 0.4 -0.3 -0.5
C -1.131 0.884 -4.875 1.5 -0.2 1.0
S 0.645 0.404 -5.232 0.4 1.4 -1.6
O 1.587 1.404 -4.709 -1.0 -1.2 -0.3
O 0.725 0.028 -6.641 0.0 0.5 0.5
C 0.723 -1.155 -4.374 -0.4 0.3 0.5
H -1.036 -2.335 -3.737 0.1 -0.2 -0.7
H -0.740 -1.040 -2.800 0.2 0.7 0.1
H -2.631 -0.374 -3.916 -0.2 0.2 -0.3
H -2.049 -0.908 -5.531 -0.2 -0.2 0.1
H -0.990 1.448 -3.953 -0.3 0.3 0.0
H -1.570 1.505 -5.656 0.4 -0.2 -0.1
H 1.481 -1.088 -3.594 -0.3 0.2 0.3
H 1.105 -1.890 -5.083 -0.5 0.1 -0.2
C -3.803 -3.702 0.385 0.4 1.1 0.0
C -4.247 -2.340 -0.190 -1.2 -0.9 0.1
C -3.526 -2.198 -1.512 0.4 0.7 -0.4
S -3.357 -3.912 -2.312 -2.0 -0.6 1.9
O -1.952 -4.241 -2.436 0.1 0.3 -0.6
O -4.321 -4.210 -3.396 1.8 0.9 1.6
C -3.915 -4.754 -0.687 -0.9 0.6 -1.2
H -4.429 -3.927 1.249 0.4 -0.2 0.1
H -2.770 -3.480 0.653 0.2 -0.7 0.5
H -4.097 -1.539 0.534 0.8 0.0 -0.2
H -5.333 -2.284 -0.259 -0.2 -0.4 -0.7
H -2.531 -1.818 -1.282 0.5 -0.6 -0.2
H -3.905 -1.401 -2.152 -0.5 -0.5 -0.4
H -3.462 -5.733 -0.531 0.5 0.3 -0.1
H -4.983 -4.932 -0.812 -0.1 -0.1 -0.4
C 0.686 -6.978 0.095 0.6 0.8 2.2
C 1.352 -5.720 -0.551 0.3 -0.5 -0.5
C 1.021 -4.500 0.260 -2.3 0.8 1.7
S 0.855 -5.038 2.014 -1.4 -1.4 1.4
O -0.508 -4.813 2.581 2.4 0.2 -1.4
O 2.020 -4.705 2.825 -0.6 0.4 -0.6
C 0.989 -6.810 1.617 0.9 0.4 0.0
H 1.122 -7.947 -0.147 -0.2 0.2 -0.7
H -0.399 -6.960 -0.009 0.1 -0.1 -0.5
H 0.972 -5.625 -1.568 0.1 0.2 0.0
H 2.441 -5.744 -0.588 0.1 -0.7 -0.1
H -0.020 -4.210 0.120 -0.2 0.0 -0.4
H 1.535 -3.539 0.261 0.7 -0.5 -0.4
H 0.542 -7.438 2.388 -0.8 0.3 -0.4
H 2.046 -6.977 1.824 0.3 0.0 -0.4
N -4.084 1.230 -1.471 -2.9 0.3 -0.1
C -5.340 0.735 -1.070 0.6 -0.4 0.3
C -6.257 0.870 -2.087 0.6 -0.3 0.6
C -5.593 1.570 -3.078 1.0 1.3 -1.8
C -4.289 1.849 -2.704 0.1 -1.1 0.7
H -3.252 1.203 -0.900 0.5 0.2 0.0
H -5.561 0.388 -0.072 0.6 -0.3 0.0
H -7.250 0.468 -2.226 0.0 0.1 0.6
H -6.052 1.897 -3.999 0.2 0.0 -0.1
H -3.481 2.390 -3.173 -0.2 -0.1 -0.1
N 0.289 5.867 1.061 2.6 0.6 0.2
C 0.466 7.224 1.030 -0.8 -0.1 0.7
C 1.648 7.581 1.681 -0.1 -0.4 -1.3
C 2.403 6.388 1.893 -3.5 -2.7 -0.6
C 1.451 5.318 1.555 1.4 1.6 -0.1
H -0.515 5.347 0.738 0.2 0.2 0.1
H -0.314 7.775 0.524 0.1 0.5 0.5
H 1.926 8.609 1.858 0.2 -0.1 -0.1
H 3.406 6.141 2.206 -0.1 0.5 0.2
H 1.572 4.250 1.444 0.2 0.0 0.4
N -1.001 3.558 -2.047 -0.6 0.4 -0.9
C -1.988 4.467 -2.431 1.3 -0.2 -0.7
C -1.445 5.187 -3.494 -0.2 0.1 0.3
C -0.124 4.727 -3.767 -1.0 -1.4 0.8
C 0.056 3.656 -2.886 1.0 1.3 -0.6
H -1.078 2.768 -1.422 -0.4 -0.5 0.7
H -2.990 4.434 -2.028 0.2 0.1 0.1
H -1.927 5.980 -4.046 -0.2 0.0 0.1
H 0.504 5.019 -4.596 0.1 0.0 0.3
H 0.932 3.031 -2.784 -0.2 -0.1 0.1
N -1.806 3.240 1.761 -0.5 -0.2 2.0
C -1.634 3.147 3.114 2.2 -3.2 -0.6
C -1.896 4.296 3.757 0.3 -0.7 1.3
C -2.348 5.120 2.775 -1.9 2.2 -2.4
C -2.380 4.436 1.551 0.5 1.4 -0.1
H -1.521 2.514 1.119 -0.1 -0.5 -0.8
H -1.173 2.229 3.445 -0.1 0.0 0.4
H -1.750 4.458 4.815 -0.1 0.1 -0.2
H -2.677 6.141 2.901 0.0 0.0 -0.1
H -2.561 4.733 0.529 -0.3 0.4 0.1
N -2.547 -0.301 1.932 -1.6 0.1 2.2
C -2.258 -1.384 2.658 0.0 -1.8 0.9
C -3.175 -1.525 3.742 1.8 -1.3 -1.9
C -4.065 -0.484 3.601 -0.6 1.1 0.2
C -3.635 0.291 2.557 0.2 1.2 -1.9
H -2.035 -0.005 1.113 0.2 0.9 -0.5
H -1.532 -2.038 2.199 0.2 -0.4 0.7
H -3.307 -2.365 4.406 0.4 0.0 0.0
H -4.921 -0.352 4.247 0.0 0.4 -0.1
H -3.911 1.238 2.119 -0.6 0.0 0.4
```
Forces are in eV/Å.

Output
- Frontier orbital gap: 7.26 eV
- Charge: -1
- LUMO: 1.56 eV
- HOMO level: -0.2095 Ha
- Energy relative to the best compared isomer or geometry (same formula, charge and spin): 28.2 kcal/mol
- Total energy: -4773.8916 Eh

Atomic partial charges in e from the Mulliken method, atoms 1 to 4: -2.020 2.570 -1.832 0.652